The following is a quantum chemistry calculation of a molecular structure, C22H27As2AuIN in a non-equilibrium geometry, from the OMol25 dataset.

Output
- Lowest unoccupied orbital energy (spin up / spin down): -0.304 / -0.304 hartree
- Energy above the lowest of the compared OMol25 structures with the same formula, charge and spin: 16.9 kcal/mol
- Orbital gap (spin up / spin down): 5.6 / 5.6 eV

```
! RIJCOSX wB97M-V def2-TZVPD def2/J DEFGRID3
* xyz 2 1
Au 0.1354 0.0797 0.2422
I 2.2343 3.0115 -1.1141
As -1.4534 -1.8548 -0.3800
As -1.6147 1.4875 -0.9094
N 2.3701 0.0747 -0.6278
C -0.1536 0.6712 2.3370
C 4.2790 -1.3342 -1.0055
C -3.1323 -0.8898 -0.1818
C 5.0198 -0.2384 -1.4206
C 4.4204 1.0088 -1.4414
C 2.9695 -1.1348 -0.6238
C -3.1948 0.5026 -0.3636
C 1.8189 -0.7020 2.7305
C 3.1819 -0.8155 2.8447
C -5.4788 -0.9048 0.3977
C 2.0718 1.7095 2.2659
C 3.4288 1.5792 2.3847
C -1.4227 1.0561 -2.7866
C -5.5319 0.4697 0.2392
C -4.3943 1.1701 -0.1415
C 3.9780 0.3203 2.6717
C -1.7194 -2.9037 -1.9806
C -2.1282 3.3424 -0.9099
C -1.5476 -3.2180 0.9957
C 1.2330 0.5688 2.4488
C -4.2828 -1.5786 0.1881
C 3.0976 1.1157 -1.0352
H 2.3541 -1.9648 -0.3027
H 1.6199 2.6694 2.0553
H 4.9614 1.8829 -1.7730
H 4.7049 -2.3279 -0.9852
H -1.5371 -2.7536 1.9791
H -6.3630 -1.4536 0.6940
H -1.8704 -2.2554 -2.8392
H 1.1759 -1.5628 2.8754
H -1.3396 3.9066 -1.4016
H -2.6057 -3.5153 -1.8245
H -2.4416 -3.8283 0.8957
H -2.2633 3.7077 0.1040
H -0.6755 -3.8603 0.8886
H -4.4586 2.2428 -0.2619
H -0.8814 0.1213 -2.9115
H -0.6413 1.6359 2.3012
H 5.0528 0.2277 2.7757
H -0.8725 1.8549 -3.2789
H -3.0514 3.4503 -1.4744
H 3.6376 -1.7682 3.0779
H 6.0506 -0.3515 -1.7319
H 4.0741 2.4396 2.2695
H -6.4585 1.0014 0.4101
H -4.2570 -2.6524 0.3234
H -0.7700 -0.1463 2.7002
H -2.4169 0.9689 -3.2182
H -0.8561 -3.5427 -2.1470
*
```

The following is a quantum chemistry calculation of a molecular structure, C4H12O2 in a non-equilibrium geometry, from the OMol25 dataset.

Output
- Lowest unoccupied orbital energy: -0.102 hartree
- Energy above the lowest of the compared OMol25 structures with the same formula, charge and spin: 147.6 kcal/mol
- Orbital gap: 6.1 eV

```
! RIJCOSX wB97M-V def2-TZVPD def2/J DEFGRID3
* xyz 0 1
O 2.3537 0.4498 0.3189
O -2.1554 0.3481 -1.1668
C 0.4512 -0.8679 -1.3847
C -0.7623 -0.2511 0.7506
C -0.2860 1.0928 1.1900
C 0.2950 -1.0337 0.1006
H -1.6540 0.0965 -0.1077
H 0.3017 0.1724 -1.6651
H 0.6024 1.0676 1.8274
H 1.4278 -1.0924 -1.8119
H 3.3178 0.4741 0.3374
H 0.3789 -2.0339 0.5221
H -0.2436 -1.4779 -1.9704
H -1.3286 -0.7649 1.5306
H -3.0157 0.7789 -1.0732
H 0.0489 1.7587 0.3835
H -1.0058 1.7546 1.6865
H 1.2741 -0.4718 0.5322
*
```

The following is a quantum chemistry calculation of 2 unconnected molecules or ions with the total composition C2H5ClNO in a non-equilibrium geometry, from the OMol25 dataset.

Output
- Lowest unoccupied orbital energy: -0.151 hartree
- Energy above the lowest of the compared OMol25 structures with the same formula, charge and spin: 0.0 kcal/mol
- Orbital gap: 10.3 eV

```
! RIJCOSX wB97M-V def2-TZVPD def2/J DEFGRID3
* xyz 1 1
Cl -0.5471 2.4704 1.5818
O -0.9725 1.7084 -0.8732
N 0.4239 -0.9733 -0.6322
C 0.0750 -0.3993 0.6528
C -0.7087 1.5360 0.2578
H 0.0720 -0.5310 -1.5502
H -0.9782 -0.7488 0.8395
H 1.4169 -0.7211 -0.8994
H 0.2929 -1.9296 -0.6574
H 0.9258 -0.4117 1.2806
*
```

The following is a quantum chemistry calculation of a molecular structure, C20H20F5N3O4ReS3Se3 in a non-equilibrium geometry, from the OMol25 dataset.

Output
- Lowest unoccupied orbital energy (spin up / spin down): -0.083 / -0.084 hartree
- Expectation value of S²: 0.763
- Energy above the lowest of the compared OMol25 structures with the same formula, charge and spin: 11.5 kcal/mol
- Orbital gap (spin up / spin down): 4.9 / 4.7 eV

```
! RIJCOSX wB97M-V def2-TZVPD def2/J DEFGRID3
* xyz 0 2
Re -1.2962 -0.3580 -0.6539
Se 2.1299 -2.0334 1.0423
Se -1.0935 -2.8365 -0.4072
Se -0.4845 2.1158 2.2429
S -3.0688 0.0126 1.7403
S -0.8502 -0.0656 1.6713
S -2.5741 -0.2024 -2.7143
F -0.0788 -0.2751 4.5425
F 2.4019 -0.2409 6.0001
F 3.4447 0.5960 2.4153
F 3.6574 2.4267 5.5527
F 2.0552 3.8263 3.4706
O -3.4591 1.3927 1.7220
O -3.1569 -0.6430 0.3722
O -3.5373 -0.8175 2.8052
O -1.6046 1.6674 -0.6907
N 0.6552 0.0922 -1.5329
N 0.4322 -1.2891 -3.4014
N -2.4808 2.1901 -1.5606
C 3.3510 1.7442 3.2023
C -2.7810 3.4915 -1.3555
C 3.1194 0.9944 -2.4881
C 1.4158 0.9784 -0.8428
C 1.5393 -3.7640 0.3445
C 2.6279 1.4500 -1.2628
C 0.8374 1.7212 3.4715
C 2.3790 0.1008 -3.2124
C 2.3701 -2.4825 2.9227
C 2.1021 2.4586 3.5409
C -4.2135 3.4205 -3.2509
C -3.6433 4.1385 -2.1855
C -2.0615 -3.6799 -1.8764
C -3.8972 2.1057 -3.4282
C 1.1434 -0.3460 -2.7112
C 2.0508 0.6529 5.0936
C 0.8767 0.6636 4.4077
C 0.6609 -3.5602 -0.8785
C 2.9481 1.7358 4.6207
C -3.0029 1.4460 -2.5587
H 2.4145 -4.3517 0.0673
H -3.0453 -3.2180 -1.8949
H -4.9073 3.9042 -3.9220
H 4.0707 1.3405 -2.8646
H 1.1170 -2.9012 -1.6157
H 0.9878 1.3135 0.0888
H 2.0814 -3.5217 3.0757
H -1.5435 -3.4901 -2.8148
H -4.3250 1.5206 -4.2287
H 0.6401 -1.3629 -4.3852
H -2.2917 3.9251 -0.4979
H 2.7230 -0.2759 -4.1643
H 1.7268 -1.8435 3.5220
H 0.9987 -4.2857 1.1341
H -0.5554 -1.2948 -3.1650
H 3.1712 2.1493 -0.6481
H -3.8755 5.1747 -2.0020
H -2.1472 -4.7493 -1.7005
H 3.4089 -2.3498 3.2105
H 0.4368 -4.5114 -1.3643
*
```

The following is a quantum chemistry calculation of 2 unconnected molecules or ions with the total composition C3H7NO2S in a non-equilibrium geometry, from the OMol25 dataset.

Output
- SMILES string: [H]/N=C1\O[C@]1(C)S.O
- Lowest unoccupied orbital energy: 0.024 hartree
- Energy above the lowest of the compared OMol25 structures with the same formula, charge and spin: 75.2 kcal/mol
- Orbital gap: 10.1 eV

```
! RIJCOSX wB97M-V def2-TZVPD def2/J DEFGRID3
* xyz 0 1
S -1.5992 1.0564 -0.7550
O 1.3778 0.6933 -1.1779
O -1.4780 -1.0206 0.9487
N 0.2420 -2.0296 -0.5332
C -0.4332 -1.2961 0.2074
C -0.6462 0.1066 0.4967
C 0.1144 0.9619 1.4593
H -1.2332 0.4317 -1.8878
H -0.2182 0.6091 2.3815
H -0.1795 2.0313 1.2473
H 0.8078 -0.0847 -1.3865
H 1.1104 0.9306 1.3047
H 2.2803 0.5124 -1.5245
H -0.1451 -2.9023 -0.7806
*
```

The following is a quantum chemistry calculation of a molecular structure, C48H39NOP2PtSe3SiTe2 in a non-equilibrium geometry, from the OMol25 dataset.

Output
- Lowest unoccupied orbital energy: 0.135 hartree
- Orbital gap: 4.9 eV

```
! RIJCOSX wB97M-V def2-TZVPD def2/J DEFGRID3
* xyz -2 1
Pt -0.7292 -1.7403 0.3973
Te 0.5789 2.4552 2.7334
Te -2.0650 -5.7882 0.2226
Se -2.9248 -3.4973 0.0586
Se 0.5126 -5.5157 0.3068
Se 0.9302 -3.4779 1.1332
P -0.4649 -0.6265 2.4120
P -0.6412 0.9237 0.1550
Si 1.1459 -1.4776 -2.9105
O 0.2158 -1.7220 -1.6940
N -2.5911 4.5695 5.8524
C -0.8107 3.3799 4.0437
C 1.0278 1.3054 -3.6423
C -0.6053 -2.3826 -7.2063
C -1.2222 0.1273 6.3584
C 3.5932 -0.7530 2.1320
C 3.0388 0.6842 -2.5428
C -0.4653 4.8118 -1.0414
C -2.4297 -0.1682 -1.6292
C -1.3088 4.9115 5.8138
C -1.6613 5.3460 -0.5923
C 2.7160 2.9571 -3.2364
C -2.3488 3.1824 0.1825
C -4.6957 -0.8218 -1.2015
C -0.2041 3.4654 -0.8606
C -1.1126 -3.0240 -6.0897
C 0.8917 -1.1625 -5.7853
C 2.2624 -0.4448 1.9303
C -3.3032 -0.0978 0.6193
C 1.2862 -0.9255 2.8012
C -2.2367 0.1059 -0.2676
C -3.1165 -1.0491 5.4612
C -4.5186 -0.5599 0.1507
C 2.9957 -2.0603 4.0561
C 4.9261 -3.1352 -3.7340
C -0.3939 4.3616 4.9421
C -2.6032 4.5301 0.0154
C 1.6612 -1.7699 3.8448
C -0.8632 1.0578 1.9508
C 3.4978 1.9868 -2.6323
C 0.3970 -1.7941 -4.6489
C -2.9904 3.6427 4.9898
C 4.9692 -4.2289 -2.8845
C 2.7721 -3.6847 -2.1167
C 0.3992 -1.4440 -7.0470
C 3.8843 -4.5026 -2.0698
C 1.4755 2.6108 -3.7460
C -1.1395 2.6480 -0.2429
C -2.1574 3.0258 4.0811
C 2.7174 -2.5666 -2.9350
C 1.7986 0.3145 -3.0472
C 3.9631 -1.5448 3.2088
C -1.1859 -0.6575 4.0863
C -2.4634 -1.1788 4.2486
C -3.6478 -0.6290 -2.0885
C -0.6175 -2.7253 -4.8318
C -0.5640 -0.0111 5.1521
C -2.5005 -0.3873 6.5120
C 3.8166 -2.3081 -3.7443
H 5.0048 -1.7816 3.3736
H 0.7322 3.0345 -1.1928
H -3.5332 4.9529 0.3753
H 0.8552 3.3658 -4.2141
H 5.7626 -2.9329 -4.3940
H -1.8606 6.4048 -0.7078
H 3.0645 3.9818 -3.2929
H 0.2694 5.4493 -1.5183
H -1.8981 -3.7596 -6.2086
H 4.3454 -0.3924 1.4419
H -4.1061 -1.4692 5.5895
H 4.4668 2.2507 -2.2233
H -3.0780 2.5384 0.6551
H -3.0137 -0.2759 7.4586
H 0.6414 4.6755 4.9585
H 3.9071 -5.3503 -1.3991
H 1.6813 -0.4286 -5.6833
H -2.9265 -1.6905 3.4133
H 3.2809 -2.7031 4.8767
H 1.9103 -3.9095 -1.5088
H 0.9002 -2.2126 4.4756
H -4.0432 3.3837 5.0499
H -3.1658 0.1140 1.6750
H -2.5248 2.2649 3.4072
H -0.9915 -2.6071 -8.1939
H 3.8010 -1.4439 -4.3945
H 3.6561 -0.0696 -2.0718
H -5.6490 -1.1855 -1.5588
H -1.0216 -3.2269 -3.9651
H 0.7965 -0.9288 -7.9146
H 5.8430 -4.8720 -2.8658
H -3.7772 -0.8531 -3.1398
H -0.7353 0.6370 7.1813
H 0.0552 1.0459 -4.0393
H -1.6016 -0.0098 -2.3093
H -1.0086 5.6648 6.5373
H 1.9659 0.1419 1.0669
H -5.3338 -0.7277 0.8424
H 0.4379 0.3844 5.0341
*
```